The following is a DFT calculation (ωB97M-V/def2-TZVPD) of a cluster of 4 separate species, C2H9O5 in total.

Last column: natural (NBO) charge in e.
Element x y z (Å)
O -1.347 0.060 1.432  -0.806
C -0.097 -0.094 1.425  0.790
O 0.564 -1.054 1.842  -0.757
C 0.725 1.169 1.034  -0.748
H 1.301 1.045 0.115  0.206
H 0.100 2.063 0.968  0.195
H 1.436 1.392 1.833  0.207
H -3.076 -0.360 -0.709  0.461
H -2.085 0.443 0.064  0.513
O -2.380 0.280 -0.902  -1.019
H 1.647 -1.629 0.374  0.499
H 1.414 -1.577 -1.135  0.481
O 1.972 -1.995 -0.468  -1.007
H -0.706 -0.225 -1.611  0.512
H 0.429 0.692 -2.099  0.462
O 0.103 -0.209 -2.162  -0.988

Properties
* HOMO energy: -5.2 eV
* energy above the lowest of the compared OMol25 structures with the same formula, charge and spin: 0.0 kJ/mol
* 2S+1: 1
* total charge: -1



The following is a DFT calculation (ωB97M-V/def2-TZVPD) of a structure of composition C19H20N4Zr.

Last column: natural (NBO) charge in e.
Element x y z (Å)
Zr 0.036 -0.147 0.371  2.759
C 1.173 2.596 -0.361  -0.230
C 2.500 2.295 0.317  -0.498
C 3.054 0.909 0.084  0.268
C 4.413 0.646 0.041  -0.184
C 4.861 -0.658 -0.130  -0.015
C 3.943 -1.705 -0.232  -0.174
C 2.606 -1.395 -0.174  0.004
N 2.172 -0.111 -0.040  -0.731
N -0.097 2.004 0.281  -0.572
C -1.264 2.360 -0.642  -0.275
C -2.441 1.463 -0.376  0.203
C -3.753 1.850 -0.504  -0.193
C -4.756 0.891 -0.321  0.000
C -4.410 -0.417 0.013  -0.190
C -3.079 -0.737 0.157  0.073
N -2.096 0.187 -0.047  -0.740
C -0.361 2.555 1.675  -0.284
C 0.027 1.596 2.778  0.231
C 0.200 1.999 4.083  -0.202
C 0.454 1.041 5.065  0.005
C 0.545 -0.309 4.714  -0.185
C 0.391 -0.659 3.396  0.060
N 0.128 0.278 2.437  -0.726
H 0.996 3.673 -0.393  0.277
H 1.185 2.239 -1.396  0.246
H 3.214 3.017 -0.089  0.315
H 2.475 2.508 1.392  0.262
H 5.122 1.461 0.129  0.288
H 5.925 -0.862 -0.185  0.297
H 4.262 -2.731 -0.368  0.301
H 1.856 -2.185 -0.312  0.228
H -1.492 3.420 -0.511  0.286
H -0.920 2.229 -1.673  0.268
H -4.006 2.872 -0.760  0.289
H -5.798 1.168 -0.435  0.296
H -5.166 -1.177 0.166  0.302
H -2.778 -1.748 0.424  0.242
H 0.168 3.506 1.771  0.284
H -1.433 2.758 1.750  0.277
H 0.125 3.049 4.343  0.291
H 0.582 1.344 6.098  0.298
H 0.740 -1.073 5.456  0.305
H 0.471 -1.697 3.079  0.246

Properties
* HOMO energy: -22.9 eV
* 2S+1: 1
* total charge: +4



Number 1: LUMO level 3.90 eV. Number 2: LUMO level -15.88 eV.